No. 1
C39H32IrN3O5PSSe | the ωB97M-V functional and the def2-TZVPD basis

Last column: Mulliken spin population.
Positions of all 83 atoms, in Å:
Ir1 -0.79773 0.01230 -0.13240  1.86
O1 0.73190 1.23560 0.94602  0.15
C1 1.15976 2.45497 0.82123  0.04
C2 2.09832 2.94523 1.76370  0.06
C3 2.57880 4.22944 1.70508  -0.01
C4 2.14050 5.10532 0.70743  0.04
C5 1.23008 4.65811 -0.22077  -0.03
C6 0.73533 3.34391 -0.20910  0.00
C7 -0.18173 2.98200 -1.26781  0.04
N1 -0.53282 1.81217 -1.64342  0.15
C8 -1.42756 1.74380 -2.79703  -0.03
C9 -2.20860 0.43058 -2.77288  0.02
N2 -2.59855 0.20724 -1.40282  0.10
C10 -3.71845 -0.32444 -1.07745  0.05
C11 -4.19435 -0.47981 0.27202  0.05
C12 -5.37645 -1.20534 0.47208  0.01
C13 -5.88980 -1.43839 1.72536  0.01
C14 -5.22064 -0.91521 2.83477  0.01
C15 -4.06793 -0.18590 2.67508  0.02
C16 -3.49915 0.05273 1.40266  -0.03
O2 -2.41131 0.77314 1.29846  0.29
H1 2.41955 2.25263 2.53286  -0.01
H2 3.29549 4.57079 2.44213  0.00
H3 2.51664 6.11856 0.66568  0.00
H4 0.89202 5.33261 -1.00036  0.00
H5 -0.58869 3.84040 -1.81752  0.01
H6 -0.83181 1.80852 -3.71163  0.00
H7 -2.12970 2.58460 -2.78676  0.00
H8 -1.55556 -0.37848 -3.10454  0.01
H9 -3.06681 0.48860 -3.45009  0.00
H10 -4.38128 -0.69154 -1.86912  0.00
H11 -5.88149 -1.61070 -0.39866  0.00
H12 -6.78923 -2.02512 1.85277  0.00
H13 -5.60985 -1.09256 3.82975  0.00
H14 -3.53553 0.21174 3.53155  0.01
O3 -1.53292 -3.23745 2.34709  0.00
S1 -0.90314 -2.63499 1.20908  0.04
O4 -1.82008 -2.14824 0.16715  0.10
O5 0.10443 -1.59596 1.52900  0.10
C17 0.06496 -3.82672 0.32312  0.01
C18 -0.02201 -5.17829 0.59767  0.00
C19 0.67276 -6.07275 -0.20150  0.00
C20 1.43071 -5.60017 -1.26286  0.00
C21 1.52055 -4.23975 -1.52404  0.01
C22 0.83668 -3.32254 -0.72852  0.00
P1 0.98693 -1.50184 -1.00913  0.38
C23 1.31641 -1.51431 -2.81471  -0.02
C24 0.29262 -2.03176 -3.61403  0.00
C25 0.40809 -2.04487 -4.99305  0.00
C26 1.54968 -1.53207 -5.59656  0.01
C27 2.56887 -1.01497 -4.81395  0.00
C28 2.45517 -1.00428 -3.42898  0.01
C29 2.60238 -1.12561 -0.25865  0.00
C30 3.11122 0.16295 -0.42364  -0.01
C31 4.30278 0.53074 0.17779  -0.01
C32 4.99438 -0.38297 0.96130  0.01
C33 4.48923 -1.66182 1.13770  0.00
C34 3.29602 -2.03377 0.53508  0.01
H15 -0.63512 -5.49900 1.43014  0.00
H16 0.62206 -7.13460 0.00030  0.00
H17 1.96528 -6.29731 -1.89574  0.00
H18 2.13012 -3.89613 -2.34900  0.00
H19 -0.58934 -2.44227 -3.13150  0.00
H20 -0.38692 -2.45837 -5.60091  0.00
H21 1.64236 -1.54273 -6.67506  0.00
H22 3.46304 -0.61824 -5.27817  0.00
H23 3.26176 -0.61259 -2.82546  0.00
H24 2.55424 0.88560 -1.00997  0.00
H25 4.68591 1.53490 0.04546  0.00
H26 5.92260 -0.09485 1.43833  0.00
H27 5.02670 -2.37661 1.74817  0.00
H28 2.90422 -3.02918 0.69614  0.00
Se1 -0.54288 0.56364 3.07327  1.49
C35 -0.72392 2.36771 3.61481  -0.02
C36 -0.25362 2.76545 4.86612  0.01
C37 -0.35217 4.10348 5.20697  -0.02
N3 -0.86134 5.03156 4.40005  0.06
C38 -1.32026 4.63872 3.21451  -0.02
C39 -1.28328 3.32567 2.77470  0.02
H29 0.17646 2.04358 5.54866  0.00
H30 -0.00879 4.45248 6.17464  0.00
H31 -1.73823 5.41847 2.58757  0.00
H32 -1.68804 3.03453 1.81435  0.00

Cartesian forces (eV/Å) of the 3 atoms listed first:
0.768 -0.183 -1.077
-0.193 -0.220 0.284
0.072 0.549 -0.063

The lowest unoccupied orbital energy (alpha / beta) comes out at 0.346 / -2.098 eV. The value obtained for the gap between HOMO and LUMO (alpha / beta) is 0.250 / 0.190 Eh. For the largest force on an atom, the calculation gives 1.34 eV/Å. The total charge is 0. Its spin multiplicity is 6. For the highest occupied orbital energy (alpha / beta), the calculation gives -0.2375 / -0.2672 hartree.



No. 2
C2H3N4O | the ωB97M-V functional and the def2-TZVPD basis

Last column: natural (NBO) charge in e.
Positions of all 10 atoms, in Å:
C1 -0.65473 0.33628 0.59676  0.09
C2 0.07186 -2.09227 -1.29594  0.02
N1 0.97997 1.63074 0.57517  -0.14
N2 0.65174 0.34158 0.50137  -0.44
N3 -1.18105 1.51210 0.81857  -0.38
N4 -0.09167 2.32587 0.80609  -0.16
O1 1.18261 -1.59194 -0.81972  -0.68
H1 -1.27453 -0.52874 0.48212  0.18
H2 -0.83671 -1.28746 -1.31024  0.02
H3 1.15252 -0.64616 -0.35418  0.47

Cartesian forces (eV/Å) of the 3 atoms listed first:
-1.737 -0.972 0.459
0.416 0.861 0.085
0.137 0.764 0.615

The lowest unoccupied orbital energy comes out at 4.448 eV. The value obtained for the gap between HOMO and LUMO is 0.313 Eh. For the largest force on an atom, the calculation gives 2.57 eV/Å. The total charge is -1. For the highest occupied orbital energy, the calculation gives -0.1498 hartree.



No. 3
C33H37CrN4SSi | the ωB97M-V functional and the def2-TZVPD basis

Last column: Mulliken spin population.
Positions of all 77 atoms, in Å:
Cr1 -0.73066 0.26740 -0.25355  3.66
C1 -0.67740 -0.29140 -3.32292  0.08
C2 -1.75309 -1.35595 -3.37038  0.00
C3 -2.12327 -1.86770 -2.00907  0.03
C4 -3.14742 -2.86315 -1.99314  -0.01
C5 -3.56220 -3.53966 -0.84243  0.01
C6 -2.72510 -3.32162 0.30928  -0.01
C7 -1.71282 -2.41169 0.21881  0.02
N1 -1.52693 -1.58015 -0.85709  -0.06
N2 -0.88317 0.79272 -2.33958  -0.24
C8 -2.16844 1.48328 -2.57206  0.02
C9 -3.19189 1.03047 -1.56821  0.02
C10 -4.53927 0.89143 -1.94710  -0.01
C11 -5.46010 0.39765 -1.00867  0.01
C12 -5.03296 0.15634 0.31506  0.00
C13 -3.71217 0.46932 0.60809  0.02
N3 -2.80992 0.90165 -0.26330  -0.04
C14 0.20367 1.73452 -2.56487  0.03
C15 0.31713 2.73050 -1.37768  0.07
C16 0.81624 4.02450 -1.45674  0.00
C17 1.08234 4.78373 -0.32006  0.01
C18 0.95399 4.17094 0.94015  -0.01
C19 0.42501 2.87994 1.00351  0.02
N4 0.05517 2.18143 -0.11658  -0.14
H1 -0.64072 0.17599 -4.29903  0.01
H2 0.35882 -0.63249 -3.12971  -0.02
H3 -1.45483 -2.13555 -4.08989  0.00
H4 -2.66890 -0.85383 -3.80554  0.00
H5 -3.58144 -3.18680 -3.00330  0.00
H6 -4.34098 -4.28744 -0.96559  0.00
H7 -2.75610 -3.93459 1.19805  0.00
H8 -1.04372 -2.17890 1.02657  -0.02
H9 -2.58382 1.20757 -3.53978  0.00
H10 -2.01607 2.55918 -2.46771  -0.01
H11 -4.85192 1.21072 -2.92231  0.00
H12 -6.50732 0.25207 -1.30415  0.00
H13 -5.63225 -0.21270 1.12851  0.00
H14 -3.33722 0.26000 1.64272  -0.01
H15 0.00829 2.26876 -3.51652  0.00
H16 1.18126 1.19748 -2.70725  -0.02
H17 0.92353 4.40059 -2.48766  0.00
H18 1.46435 5.77618 -0.41586  0.00
H19 1.25892 4.67333 1.82694  0.00
H20 0.46034 2.24279 1.90549  0.00
C20 -2.13207 1.52811 5.12165  0.00
S1 -1.77101 -0.15812 4.70731  0.00
C21 0.07461 -0.28014 4.97321  0.00
H21 -2.33626 1.60785 6.15534  0.00
H22 -3.07209 1.68463 4.54456  0.00
H23 -1.38022 2.19347 4.73540  0.00
H24 0.58646 0.24345 4.18668  0.00
H25 0.25068 -1.35592 4.84854  0.00
H26 0.35195 0.06773 5.93201  0.00
C22 3.75720 -4.13218 -1.66275  -0.02
C23 2.70729 -4.42626 -0.76026  0.01
C24 2.07140 -3.32056 -0.18474  -0.02
C25 2.42918 -2.00423 -0.50641  -0.04
C26 3.34305 -1.76648 -1.51354  -0.02
C27 4.00783 -2.82408 -2.11806  0.00
Si1 1.58327 -0.61700 0.54977  -0.22
C28 3.18932 0.31480 1.18047  0.01
C29 3.61199 1.59265 0.81214  0.00
C30 4.75097 2.23030 1.37501  0.00
C31 5.46304 1.56423 2.36890  0.00
C32 5.08145 0.24029 2.68991  -0.01
C33 3.94896 -0.33801 2.12135  -0.03
H27 4.30559 -4.98190 -2.08321  0.00
H28 2.41398 -5.45110 -0.46109  0.00
H29 1.27348 -3.42123 0.58858  0.00
H30 3.56392 -0.70188 -1.84493  0.00
H31 4.72661 -2.67791 -2.88677  0.00
H32 1.20496 -1.18696 1.91213  -0.08
H33 3.04726 2.17881 0.05119  0.00
H34 5.01287 3.23812 1.09948  0.00
H35 6.27738 2.04040 2.78189  0.00
H36 5.66344 -0.25534 3.45690  0.00
H37 3.65652 -1.29237 2.54390  0.00

Cartesian forces (eV/Å) of the 3 atoms listed first:
0.430 0.083 -0.860
1.071 -0.325 -0.148
-0.516 1.853 0.204

The lowest unoccupied orbital energy (alpha / beta) comes out at -7.366 / -6.143 eV. The value obtained for the gap between HOMO and LUMO (alpha / beta) is 0.203 / 0.248 Eh. For the largest force on an atom, the calculation gives 3.18 eV/Å. The total charge is +2. Its spin multiplicity is 4. For the highest occupied orbital energy (alpha / beta), the calculation gives -0.4739 / -0.4739 hartree.



No. 4
C5H14BBeClFeN | the ωB97M-V functional and the def2-TZVPD basis

Last column: natural (NBO) charge in e.
Positions of all 24 atoms, in Å:
Fe1 0.42947 -1.30762 -0.52287  1.45
Cl1 1.66589 -2.50144 -1.81472  -0.71
C1 1.01136 -2.00438 1.21756  -1.17
H1 0.60475 -3.02317 1.29462  0.19
H2 0.63144 -1.35560 2.01756  0.20
H3 2.11153 -2.02269 1.20712  0.20
Be1 1.09615 2.08948 0.08432  1.54
C2 1.11357 3.60558 -0.68522  -1.36
C3 2.12888 1.78229 1.38369  -1.38
C4 0.07308 0.85940 -0.47518  -1.49
H4 1.61861 2.01907 2.32530  0.18
H5 2.45064 0.73557 1.42730  0.19
H6 3.02362 2.41465 1.31165  0.17
H7 0.17319 4.14602 -0.49665  0.18
H8 1.93998 4.23973 -0.33475  0.16
H9 1.21844 3.49414 -1.77524  0.18
H10 -0.87550 0.85453 0.12732  0.18
H11 -0.29076 0.87483 -1.53151  0.16
B1 -3.83921 -2.63919 -0.87523  -0.60
C5 -2.41119 -2.19260 -0.61313  0.42
N1 -1.30664 -1.83257 -0.43931  -0.68
H12 -3.83888 -3.85523 -1.00274  -0.01
H13 -4.20831 -2.09788 -1.90546  0.00
H14 -4.52013 -2.28290 0.07559  0.00

Cartesian forces (eV/Å) of the 3 atoms listed first:
1.498 3.309 0.489
1.128 -0.836 -1.602
0.634 -0.253 1.323

The lowest unoccupied orbital energy (alpha / beta) comes out at 5.245 / 5.240 eV. The value obtained for the gap between HOMO and LUMO (alpha / beta) is 0.200 / 0.232 Eh. For the largest force on an atom, the calculation gives 6.04 eV/Å. The total charge is -2. Its spin multiplicity is 6. For the highest occupied orbital energy (alpha / beta), the calculation gives -0.0075 / -0.0394 hartree.



Record-wise energy above the lowest of the compared OMol25 structures with the same formula, charge and spin values, in kJ/mol: 32.8 245.8 62.5 19.9